Here is a 8-piece molecular cluster, C47H93BFO21PS7 overall at a distorted geometry from the Open Molecules 2025 dataset. Energies are from wB97M-V/def2-TZVPD.

```
171
Properties=species:S:1:pos:R:3
C -5.64442 0.05164 1.05336
C -4.27021 -0.51394 1.40213
C -3.74300 -1.41995 0.30065
O -3.09607 -0.60469 -0.66550
C -3.18370 -1.10760 -1.96901
C -2.59234 -0.07850 -2.93998
P -3.80906 1.35240 -2.79353
O -3.68774 2.23925 -1.61448
C -1.08209 0.22177 -2.74222
B -0.17945 -1.01107 -2.22127
O 0.97496 -0.79432 -1.49055
O -0.52606 -2.29939 -2.53462
C -0.54691 1.52288 -2.10834
C -0.90383 2.80844 -2.88441
C -0.76335 1.61067 -0.58949
C -0.31149 2.94443 0.03675
C -1.46801 3.83619 0.48924
O -0.59538 0.32328 -4.14972
C -1.54535 0.16157 -5.07663
O -1.38031 0.47301 -6.21869
C -2.75238 -0.54918 -4.43027
O -4.05210 -0.14315 -4.79377
C -4.29247 0.44020 -6.07604
C -5.77000 0.82205 -6.14941
C -6.70594 -0.12958 -5.41445
C -2.52597 -2.07188 -4.73902
F -1.22032 -2.23209 -5.22504
C -3.47798 -2.67802 -5.76404
C -2.95068 -2.63748 -7.20488
H -6.03675 0.63095 1.88395
H -6.34096 -0.75971 0.84533
H -5.57316 0.68593 0.17362
H -3.57700 0.32541 1.44679
H -4.28440 -1.03935 2.35289
H -4.55278 -1.99029 -0.15622
H -3.01678 -2.12550 0.71684
H -4.23337 -1.27644 -2.24360
H -2.67934 -2.06852 -2.04663
H -3.72022 2.09951 -3.98164
H -5.06518 0.73402 -2.78887
H 1.79403 -0.88089 -1.98890
H 0.26525 -2.84467 -2.62476
H 0.53061 1.42034 -2.22362
H -1.50114 3.48182 -2.28600
H -0.00154 3.30511 -3.22428
H -1.47680 2.60374 -3.78712
H -0.12074 0.84481 -0.15250
H -1.77426 1.35619 -0.30278
H 0.24868 2.70702 0.93155
H 0.37272 3.48359 -0.61493
H -1.13731 4.86970 0.58370
H -2.29501 3.81820 -0.21140
H -1.82648 3.52046 1.46597
H -3.69101 1.33583 -6.19223
H -4.04678 -0.24933 -6.87792
H -5.86613 1.80445 -5.68580
H -6.05437 0.94417 -7.19076
H -6.64815 0.02242 -4.34168
H -6.49440 -1.17518 -5.62268
H -7.73300 0.08202 -5.70085
H -2.55923 -2.66393 -3.83782
H -4.46040 -2.22691 -5.69626
H -3.60425 -3.72727 -5.50288
H -3.78228 -2.79914 -7.88529
H -2.19996 -3.40140 -7.36715
H -2.53085 -1.66265 -7.43775
C 3.92713 2.26893 4.83775
C 3.07380 3.28841 5.60101
C 2.82386 4.47468 4.65944
S 2.85742 3.79895 2.99373
O 3.97119 4.36509 2.27412
O 1.52963 3.81632 2.43292
C 3.27237 2.12298 3.46912
H 3.97255 1.31492 5.36119
H 4.94796 2.64127 4.72638
H 2.12319 2.83379 5.87978
H 3.56419 3.60874 6.51572
H 1.85161 4.93463 4.81758
H 3.60554 5.22954 4.72185
H 3.91259 1.68857 2.70491
H 2.33605 1.56880 3.53408
C -3.63561 -7.57227 0.68723
C -2.40452 -6.80056 1.18363
C -2.66590 -5.31028 0.92967
S -4.45294 -5.10163 0.99256
O -4.91570 -4.70499 -0.31418
O -4.81459 -4.33768 2.15969
C -4.84722 -6.82941 1.24180
H -3.62316 -8.60999 1.01574
H -3.66405 -7.56563 -0.40410
H -2.27142 -6.97538 2.25281
H -1.49475 -7.12648 0.68263
H -2.21994 -4.66653 1.68324
H -2.34037 -5.00085 -0.06174
H -5.78024 -7.05329 0.73069
H -4.95926 -6.98496 2.31431
C 0.76885 2.06809 10.72469
C 2.00586 1.83540 11.60750
C 3.20288 1.63422 10.66775
S 2.80724 2.56487 9.18201
O 2.66003 1.63101 8.08743
O 3.69490 3.69819 9.06442
C 1.18669 3.10303 9.68218
H -0.08530 2.41789 11.30029
H 0.47754 1.13841 10.23692
H 2.17766 2.70580 12.24329
H 1.87818 0.97355 12.26042
H 4.13547 2.01665 11.07472
H 3.32578 0.59350 10.37515
H 0.55574 3.15900 8.79650
H 1.28257 4.08762 10.14052
C 5.92037 8.55163 8.43309
C 4.84134 7.47560 8.24465
C 4.69952 6.73106 9.57728
S 5.15776 7.90657 10.85722
O 6.35733 7.44368 11.50892
O 3.99833 8.26870 11.63288
C 5.59024 9.24727 9.74989
H 5.93892 9.25797 7.60457
H 6.90481 8.08384 8.49828
H 3.89408 7.95137 7.98347
H 5.09359 6.78523 7.44135
H 3.68531 6.39232 9.76484
H 5.38227 5.88788 9.64774
H 6.41830 9.80501 10.18022
H 4.71359 9.88753 9.65727
C 2.19555 -3.50670 -6.54551
C 2.90274 -3.98804 -7.82113
C 2.52797 -5.45985 -8.02267
S 0.90925 -5.66878 -7.26535
O 1.03051 -6.56350 -6.13992
O -0.08383 -5.90882 -8.28388
C 0.75539 -3.99711 -6.65204
H 2.23623 -2.42303 -6.44186
H 2.67516 -3.94928 -5.66872
H 2.55387 -3.39771 -8.67138
H 3.97902 -3.86987 -7.76382
H 2.45325 -5.73955 -9.06937
H 3.21835 -6.12923 -7.51423
H 0.21691 -4.01401 -5.70994
H 0.19537 -3.42394 -7.38961
C 3.90540 -3.03353 -12.32225
C 5.27917 -2.41315 -12.61407
C 6.25523 -2.94373 -11.55608
S 5.63026 -4.55883 -11.06798
O 5.22776 -4.49706 -9.68260
O 6.52018 -5.59279 -11.52375
C 4.15916 -4.51934 -12.08847
H 3.20606 -2.87534 -13.14120
H 3.47708 -2.58373 -11.42384
H 5.61214 -2.71562 -13.60833
H 5.24219 -1.32539 -12.59798
H 7.26585 -3.07074 -11.93448
H 6.26981 -2.32076 -10.66415
H 3.35383 -5.03222 -11.56786
H 4.39547 -5.03906 -13.01621
C -0.82995 -0.95533 6.24758
C -1.85899 -0.21829 5.37774
C -2.38124 0.96825 6.19730
S -1.04809 1.42465 7.31469
O -1.48306 1.18952 8.67029
O -0.51032 2.70755 6.92785
C 0.07992 0.12287 6.82920
H -0.25972 -1.68252 5.67186
H -1.33720 -1.48853 7.05457
H -1.37673 0.14533 4.46849
H -2.67642 -0.87071 5.07552
H -2.62342 1.83192 5.58351
H -3.23677 0.69821 6.81286
H 0.65359 -0.19083 7.69700
H 0.74818 0.53858 6.07608
```

Properties
LUMO level in eV: -0.1066

Results of the Mulliken charge analysis, in e, for atoms 1 through 2:
1 C -1.361
2 C -0.026

***

Here is a 10-piece molecular cluster, C47H97Cl9N5O9P overall at a distorted geometry from the Open Molecules 2025 dataset. Energies are from wB97M-V/def2-TZVPD.

```
168
Properties=species:S:1:pos:R:3
C 18.65617 -1.94030 -13.10713
C 19.65636 -2.84437 -12.46596
C 20.52065 -2.06720 -11.47474
O 21.30249 -3.02858 -10.79177
C 22.20081 -2.49704 -9.86420
N 18.99176 -4.02990 -11.82911
H 18.63730 -4.75852 -12.51901
H 19.53507 -4.54680 -11.13796
H 18.03041 -3.79202 -11.39600
H 17.90235 -2.45932 -13.69048
H 19.13846 -1.23785 -13.79297
H 18.09961 -1.34971 -12.37487
H 20.36294 -3.20569 -13.21355
H 19.97938 -1.42666 -10.76676
H 21.15442 -1.40363 -12.08029
H 21.66359 -2.16037 -8.96818
H 22.80539 -1.67877 -10.28061
H 22.93509 -3.24058 -9.54909
P 16.19249 -5.41966 -12.03663
O 14.70347 -5.42006 -12.53868
O 17.33307 -5.79999 -13.02460
O 16.14564 -6.19673 -10.66671
O 16.31313 -3.92711 -11.52166
C 13.84665 0.20193 -9.05175
C 12.52923 0.10179 -9.78964
C 12.22620 1.49706 -10.41375
C 13.02635 1.76836 -11.69017
C 12.78170 0.57803 -12.63545
C 13.14386 -0.82955 -12.05340
N 12.41993 -0.99084 -10.76713
O 12.46151 -2.15752 -10.24449
C 12.61136 -1.76405 -13.11813
C 14.66316 -0.93899 -11.95087
C 11.45946 0.01648 -8.70851
H 14.11557 -0.79857 -8.69186
H 13.88910 0.90198 -8.21960
H 14.66947 0.38831 -9.75002
H 11.16009 1.53789 -10.65183
H 12.49187 2.33162 -9.76064
H 14.06928 1.94022 -11.41269
H 12.65774 2.62387 -12.26316
H 13.32936 0.83253 -13.54410
H 11.70584 0.59490 -12.82639
H 12.84915 -2.80958 -12.86126
H 11.52443 -1.91245 -13.09277
H 12.91402 -1.61138 -14.15167
H 14.96437 -1.29844 -12.93906
H 15.14760 0.03725 -11.86210
H 15.08340 -1.64140 -11.22956
H 11.49289 0.86471 -8.01723
H 11.55997 -0.82348 -8.01556
H 10.43862 0.00766 -9.09878
C 15.30320 -6.73174 -7.50810
C 15.94226 -5.52729 -6.79829
C 17.42506 -5.97073 -6.71710
C 18.29658 -4.83553 -6.15807
C 18.21349 -3.58650 -7.00242
C 16.76921 -3.18407 -7.33421
N 15.87744 -4.32497 -7.62803
O 14.69539 -4.00562 -7.99196
C 16.21669 -2.34075 -6.19094
C 16.83808 -2.35706 -8.61976
C 15.32257 -5.45121 -5.40265
H 15.59558 -7.63776 -6.97480
H 15.67886 -6.87732 -8.52781
H 14.24127 -6.56257 -7.69235
H 17.53306 -6.84620 -6.07699
H 17.87392 -6.16493 -7.69228
H 19.32929 -5.20291 -6.12988
H 18.05016 -4.63281 -5.10903
H 18.82038 -3.74826 -7.89788
H 18.63442 -2.74100 -6.44984
H 15.13795 -2.23891 -6.31527
H 16.48056 -2.76281 -5.21702
H 16.63010 -1.32768 -6.14969
H 17.02922 -3.02527 -9.46054
H 15.86998 -1.90714 -8.85190
H 17.53734 -1.51641 -8.63737
H 14.42256 -4.83478 -5.50194
H 15.97161 -4.96238 -4.67439
H 14.94026 -6.40755 -5.05121
C 20.43667 1.87415 -5.95578
C 19.69340 1.60220 -7.26134
C 18.31482 0.98648 -6.80115
C 17.23674 1.94708 -6.34238
C 17.05805 3.05840 -7.35524
C 18.30667 3.73435 -7.87701
N 19.38845 2.79207 -8.14592
O 20.45460 3.37039 -8.59297
C 17.93748 4.48649 -9.17971
C 18.71627 4.78455 -6.82451
C 20.38846 0.50889 -8.01316
H 19.87500 2.62297 -5.38790
H 21.33070 2.47301 -6.18114
H 20.76351 1.05666 -5.32287
H 17.99716 0.45320 -7.69804
H 18.54757 0.34274 -5.95334
H 17.46716 2.42177 -5.38177
H 16.28721 1.43254 -6.19249
H 16.33348 3.76070 -6.93057
H 16.44814 2.67100 -8.18269
H 17.12867 5.20817 -9.08543
H 18.81671 5.05364 -9.48920
H 17.70929 3.72726 -9.92824
H 18.57710 4.42536 -5.80383
H 19.77605 5.05994 -6.86118
H 18.27466 5.76717 -6.99789
H 21.32996 0.86784 -8.45185
H 19.90941 -0.01153 -8.84313
H 20.81303 -0.26905 -7.37264
C 22.53849 -2.31293 -18.56952
C 23.05680 -2.81475 -17.18741
C 24.59810 -2.73993 -17.21268
C 25.24936 -1.36410 -17.03130
C 24.61690 -0.69293 -15.82139
C 23.07131 -0.70663 -15.80517
N 22.53401 -2.01798 -16.08762
O 21.36660 -2.29689 -15.67790
C 22.71142 -0.25171 -14.38479
C 22.63646 0.45224 -16.72837
C 22.78537 -4.29840 -17.04307
H 22.53238 -1.23673 -18.73148
H 21.47202 -2.55577 -18.57089
H 23.04343 -2.78230 -19.41115
H 25.07269 -3.39850 -16.47960
H 24.93713 -3.06278 -18.20027
H 24.94652 -0.77111 -17.90517
H 26.33751 -1.35821 -16.99399
H 25.04332 0.31514 -15.77296
H 25.06877 -1.12443 -14.91888
H 23.08888 -0.94299 -13.63021
H 23.13496 0.72045 -14.12198
H 21.64590 -0.04695 -14.28554
H 23.14225 0.44242 -17.69554
H 21.58312 0.34233 -17.01014
H 22.69527 1.45716 -16.31476
H 23.36224 -4.92486 -17.72322
H 21.72229 -4.51658 -17.15619
H 22.99041 -4.72641 -16.05859
Cl 20.66112 2.43005 -13.43946
C 19.51204 2.29625 -12.07683
C 18.71292 1.01101 -12.15763
Cl 17.61467 0.81392 -10.76987
H 18.79119 3.11110 -12.16642
H 20.01681 2.47131 -11.12780
H 19.39739 0.16639 -12.20657
H 18.12215 1.01720 -13.07133
Cl 16.27745 -2.09530 -15.69704
C 15.67673 -3.64801 -15.09644
C 14.80066 -4.28124 -16.15687
Cl 13.41375 -3.21620 -16.68846
H 15.18796 -3.49594 -14.13473
H 16.50011 -4.35890 -15.04124
H 14.35997 -5.25274 -15.95924
H 15.37748 -4.39268 -17.07660
Cl 20.07277 -6.31784 -10.12726
C 18.59820 -7.25670 -10.62198
C 18.88038 -7.81122 -11.99933
Cl 20.41228 -8.77720 -12.18290
H 17.84520 -6.47043 -10.77110
H 18.31240 -7.88196 -9.78448
H 19.13587 -7.00230 -12.67673
H 18.01153 -8.30632 -12.42643
C 18.82322 -6.34923 -15.64155
Cl 19.07159 -8.14205 -15.54690
Cl 18.64137 -5.81172 -17.31037
Cl 20.23707 -5.49587 -14.96398
H 17.93608 -6.07411 -15.05721
```

Properties
<S²>: 6.016
Multiplicity: 5
Net charge: -2
LUMO level (spin up / spin down) in eV: 3.1700 / 3.0307
Energy above the lowest of the compared OMol25 structures with the same formula, charge and spin in kcal per mole: 0.0

Results of the Mulliken charge analysis, in e, for atoms 1 through 2:
1 C 0.659
2 C 1.138